[1]
63
Properties=species:S:1:pos:R:3 method="wB97M-V/def2-TZVPD" spin_multiplicity=3 homo_energy_ev="-7.531 / -7.513" s2=2.01
Ni 0.014 -0.761 0.093
Cl 3.163 -3.666 5.926
C 2.741 -2.498 4.760
C 2.993 -2.700 3.377
Cl 4.155 -3.839 2.771
C 2.319 -2.009 2.369
Cl 2.635 -2.250 0.698
C 1.408 -0.988 2.696
O 0.770 -0.286 1.791
C 1.219 -0.707 4.113
Cl -0.108 0.393 4.449
C 1.921 -1.411 5.096
Cl 1.761 -0.808 6.696
N 0.390 -3.763 -1.299
C -0.861 -3.442 -0.834
N -1.948 -4.188 -1.288
O -1.061 -2.355 -0.226
H 0.542 -4.739 -1.538
H 1.207 -3.394 -0.746
H -1.759 -5.185 -1.384
H -2.780 -3.932 -0.805
S -1.893 -0.879 -5.801
C -0.590 -0.632 -4.812
S -0.868 0.035 -3.228
C 0.778 -0.167 -2.737
N 1.521 -0.529 -3.799
N 0.751 -0.898 -4.905
C 1.463 -1.435 -6.050
C 0.925 -1.361 -7.324
C 1.754 -1.714 -8.385
C 3.085 -2.174 -8.204
C 3.552 -2.308 -6.901
C 2.731 -1.996 -5.814
S 1.349 0.202 -1.183
H -0.029 -0.912 -7.472
H 1.480 -1.527 -9.400
H 3.584 -2.589 -9.077
H 4.613 -2.629 -6.756
H 3.064 -2.047 -4.770
C -3.973 3.459 4.234
C -2.823 4.313 4.724
O -1.620 3.967 4.132
C -0.424 4.431 4.720
C 0.626 4.092 3.662
H -4.989 3.815 4.494
H -3.784 2.467 4.653
H -3.978 3.467 3.148
H -2.797 4.369 5.793
H -3.056 5.405 4.481
H -0.278 3.861 5.664
H -0.535 5.482 4.942
H 0.521 3.007 3.417
H 1.628 4.309 4.070
H 0.398 4.695 2.799
N -3.220 1.847 0.166
C -2.339 2.574 1.047
C -1.247 1.761 1.127
N -1.412 0.626 0.378
C -2.619 0.710 -0.177
H -4.199 2.048 -0.020
H -2.463 3.538 1.488
H -0.383 1.863 1.789
H -3.023 -0.013 -0.828

[2]
39
Properties=species:S:1:pos:R:3 method="wB97M-V/def2-TZVPD" homo_energy_ev=-2.117 charge=-1
C -2.614 4.301 4.344
C -2.138 3.091 3.584
C -1.073 2.312 4.016
C -0.627 1.211 3.284
C -1.253 0.869 2.082
C -0.783 -0.347 1.315
C -0.557 -0.145 -0.151
C -0.366 1.024 -0.754
C -0.123 1.079 -2.215
O 0.543 1.948 -2.715
C -0.736 -0.015 -2.999
C -0.914 -1.193 -2.416
C -0.477 -1.361 -1.011
O -0.040 -2.397 -0.598
C -2.338 1.642 1.661
C -2.781 2.736 2.388
H -2.206 4.321 5.349
H -2.295 5.211 3.843
H -3.698 4.289 4.375
H -0.560 2.558 4.935
H 0.200 0.621 3.643
H 0.158 -0.683 1.744
H -1.512 -1.139 1.472
H -0.384 1.962 -0.223
H -0.990 0.178 -4.027
H -1.310 -2.041 -2.949
H -2.821 1.364 0.735
H -3.619 3.332 2.060
C 3.000 -3.747 -1.690
C 3.519 -3.643 -3.144
C 3.211 -2.209 -3.645
O 2.939 -4.566 -3.941
H 1.920 -3.603 -1.662
H 3.225 -4.731 -1.272
H 3.462 -2.990 -1.030
H 4.641 -3.691 -3.064
H 2.130 -2.040 -3.658
H 3.593 -2.074 -4.660
H 3.671 -1.433 -3.006

[3]
19
Properties=species:S:1:pos:R:3 method="wB97M-V/def2-TZVPD" homo_energy_ev=-4.570 charge=-1
C 2.363 1.760 -2.082
C 1.520 -0.878 0.137
C 0.631 1.063 -0.256
C 1.670 0.843 -1.129
N 0.509 -0.060 0.508
N 2.258 -0.376 -0.850
H -0.406 -0.319 1.272
H 1.674 -1.822 0.641
H -0.059 1.884 -0.209
H 1.693 2.263 -2.765
H 3.091 1.170 -2.653
H 3.020 2.428 -1.495
C -2.726 -1.275 0.649
C -2.371 -0.901 2.068
O -1.151 -0.519 2.301
O -3.194 -1.074 2.963
H -1.902 -1.051 -0.025
H -3.646 -0.801 0.311
H -2.971 -2.333 0.613

[4]
50
Properties=species:S:1:pos:R:3 method="wB97M-V/def2-TZVPD" smiles="O=C(Nc1nc2c(Cl)cccc2s1)[C@@H]1CCCCN1C(=O)N1CCS(=O)(=O)CC1" homo_energy_ev=-8.603
O -1.084 0.431 -3.015
C -1.136 0.134 -1.777
N -0.767 -1.167 -1.273
C -0.544 -2.318 -2.007
N -0.955 -3.442 -1.588
C -0.675 -4.422 -2.591
C -1.061 -5.711 -2.541
Cl -2.093 -6.257 -1.280
C -0.917 -6.576 -3.671
C -0.176 -6.088 -4.774
C 0.248 -4.724 -4.774
C 0.015 -3.935 -3.736
S 0.299 -2.294 -3.505
C -1.540 1.232 -0.708
C -2.226 2.546 -1.382
C -1.272 3.676 -1.713
C -0.377 4.032 -0.455
C 0.410 2.774 -0.005
N -0.422 1.558 0.200
C -0.118 0.818 1.359
O -0.465 -0.342 1.400
N 0.700 1.228 2.412
C 1.782 0.282 2.632
C 2.965 0.911 3.235
S 2.417 1.587 4.784
O 2.249 0.569 5.817
O 3.440 2.606 5.128
C 0.831 2.435 4.568
C 0.004 1.669 3.651
H -0.858 -1.359 -0.265
H -1.094 -7.617 -3.543
H 0.081 -6.756 -5.564
H 0.737 -4.361 -5.588
H -2.268 0.848 -0.089
H -3.018 2.913 -0.735
H -2.844 2.245 -2.268
H -1.740 4.530 -2.215
H -0.487 3.292 -2.387
H 0.454 4.796 -0.650
H -1.051 4.304 0.322
H 1.184 2.508 -0.604
H 0.797 3.213 1.011
H 1.991 -0.076 1.662
H 1.325 -0.566 3.167
H 3.334 1.726 2.615
H 3.783 0.187 3.410
H 1.040 3.438 4.181
H 0.405 2.457 5.619
H -0.452 0.764 4.117
H -0.854 2.299 3.410

Number 1: F_max 0.0759 Eh/bohr, energy -6410.2399 a.u.. Number 2: F_max 0.0197 Eh/bohr, energy -884.8577 a.u.. Number 3: F_max 0.0285 Eh/bohr, energy -494.1114 a.u.. Number 4: F_max 0.1053 Eh/bohr, energy -2475.0082 a.u..